Entry 1:
{"formula": "C5H20N2O3", "method": "the ωB97M-V functional and the def2-TZVPD basis", "total_charge": -1, "multiplicity": 2, "orbital_gap_ha": [0.0948, 0.3241], "homo_ev": [0.58, -5.76], "relative_energy_ev": 3.088, "e_lumo_ev": [3.2, 3.1], "species": ["C", "C", "N", "C", "C", "N", "C", "H", "H", "H", "H", "H", "H", "H", "H", "H", "H", "H", "H", "H", "H", "H", "H", "O", "H", "H", "O", "H", "H", "O"], "xyz": [[0.79, 1.65, -2.27], [1.22, 1.12, -0.90], [0.31, -0.05, -0.48], [0.75, -0.80, 0.65], [-0.31, -1.63, 1.44], [-1.70, -1.21, 0.98], [-2.22, -2.19, -0.01], [1.20, 2.62, -2.28], [1.29, 1.10, -3.12], [-0.32, 1.58, -2.50], [2.20, 0.61, -0.90], [1.11, 1.88, -0.16], [-0.60, 0.35, -0.30], [1.19, -1.64, -0.02], [1.48, -0.51, 1.36], [-0.18, -1.26, 2.44], [-0.23, -2.73, 1.42], [-1.67, -0.23, 0.57], [-2.30, -3.07, 0.64], [-1.67, -2.10, -1.04], [-3.25, -1.93, -0.23], [0.74, -1.15, -2.47], [0.35, -2.47, -2.62], [1.08, -1.92, -2.83], [0.48, 3.60, 1.57], [0.92, 3.61, 0.09], [0.08, 3.69, 0.68], [-0.23, 0.39, 3.94], [-0.05, 1.44, 2.74], [-0.45, 1.25, 3.57]], "nbo_charge": [-0.65, -0.39, -0.66, -0.31, -0.23, -0.63, -0.43, 0.21, 0.20, 0.21, 0.19, 0.17, 0.33, 0.18, 0.19, 0.18, 0.19, 0.34, 0.20, 0.17, 0.19, 0.48, 0.45, -0.94, 0.34, 0.35, -1.16, 0.45, 0.44, -1.05]}


Entry 2:
{"formula": "C6H7NS", "method": "the ωB97M-V functional and the def2-TZVPD basis", "orbital_gap_ha": 0.2785, "homo_ev": -7.66, "relative_energy_ev": 4.957, "e_lumo_ev": -0.1, "species": ["C", "C", "C", "C", "C", "C", "H", "H", "H", "H", "H", "H", "H", "N", "S"], "xyz": [[-0.63, 0.40, -2.12], [-1.02, -0.36, -1.14], [-0.23, -0.25, 0.23], [-0.67, -1.16, 1.23], [0.20, -0.92, 2.21], [1.22, -0.10, 1.84], [0.24, 2.68, -2.89], [-1.01, 0.25, -3.12], [-1.80, -0.93, -1.33], [-1.48, -1.82, 0.95], [0.41, -1.50, 3.15], [1.88, 0.56, 2.30], [1.17, 1.57, 0.21], [0.95, 0.35, 0.55], [0.77, 1.24, -2.05]], "nbo_charge": [-0.46, -0.16, 0.09, -0.29, -0.28, -0.09, 0.13, 0.22, 0.21, 0.23, 0.22, 0.20, 0.46, -0.55, 0.08]}


Entry 3:
{"formula": "C4H6N4", "method": "the ωB97M-V functional and the def2-TZVPD basis", "orbital_gap_ha": 0.3757, "homo_ev": -9.76, "relative_energy_ev": 6.356, "e_lumo_ev": 0.5, "species": ["C", "C", "C", "C", "H", "H", "H", "H", "H", "H", "N", "N", "N", "N"], "xyz": [[-0.27, -1.33, 1.42], [0.30, -0.41, 0.35], [0.65, -0.48, -1.17], [0.20, 1.01, -1.34], [-0.06, -0.91, 2.42], [0.19, -2.30, 1.29], [-1.62, -1.64, 1.48], [1.13, -0.32, 1.11], [-0.06, -1.18, -1.78], [1.58, -0.52, -1.44], [-0.25, 2.29, -1.85], [-0.87, 2.78, -0.78], [-0.78, 1.99, 0.35], [-0.15, 1.02, -0.05]], "nbo_charge": [-0.60, -0.06, -0.38, 0.24, 0.23, 0.24, 0.19, 0.23, 0.23, 0.21, -0.24, -0.09, -0.09, -0.12]}


Entry 4:
{"formula": "C2H5O4", "method": "the ωB97M-V functional and the def2-TZVPD basis", "total_charge": 1, "orbital_gap_ha": [0.2592, 0.2582], "homo_ev": [-16.71, -16.70], "relative_energy_ev": 1.319, "e_lumo_ev": [-9.7, -9.7], "species": ["C", "C", "O", "O", "O", "O", "H", "H", "H", "H", "H"], "xyz": [[1.18, 0.66, -0.30], [0.33, -0.39, 0.48], [-3.05, 0.60, -0.19], [0.31, -1.64, 0.22], [-0.99, 0.24, 0.44], [-2.24, -0.24, 0.05], [1.02, 0.55, -1.36], [2.26, 0.68, -0.05], [0.63, 1.61, -0.10], [0.50, -0.23, 1.54], [0.06, -1.84, -0.73]], "nbo_charge": [-0.64, 0.37, 0.15, -0.62, -0.12, 0.38, 0.23, 0.28, 0.25, 0.23, 0.50]}


Entry 5:
{"formula": "C31H24Cl2N5O2SV", "method": "the ωB97M-V functional and the def2-TZVPD basis", "total_charge": 1, "multiplicity": 4, "orbital_gap_ha": [0.2172, 0.2437], "homo_ev": [-9.23, -10.22], "relative_energy_ev": 0.000, "e_lumo_ev": [-3.3, -3.6], "species": ["V", "C", "C", "C", "C", "N", "C", "C", "C", "C", "C", "C", "N", "C", "C", "C", "C", "C", "N", "H", "H", "H", "H", "H", "H", "H", "H", "H", "H", "H", "Cl", "C", "Cl", "H", "H", "O", "S", "O", "N", "C", "C", "C", "C", "C", "C", "C", "C", "N", "C", "C", "C", "C", "C", "C", "C", "H", "H", "H", "H", "H", "H", "H", "H", "H", "H", "H"], "xyz": [[6.60, -5.95, 13.86], [10.80, -7.07, 14.93], [11.30, -7.62, 13.73], [10.46, -7.63, 12.61], [9.17, -7.04, 12.65], [8.69, -6.56, 13.84], [9.52, -6.51, 14.92], [8.21, -6.80, 11.52], [8.43, -7.12, 10.16], [7.44, -6.82, 9.22], [6.25, -6.18, 9.64], [6.07, -5.88, 11.00], [7.05, -6.21, 11.92], [4.83, -5.31, 11.63], [3.63, -4.86, 11.03], [2.59, -4.31, 11.79], [2.77, -4.22, 13.18], [3.98, -4.61, 13.71], [4.97, -5.18, 12.99], [11.38, -7.06, 15.86], [12.31, -8.02, 13.68], [10.77, -8.10, 11.68], [9.10, -6.01, 15.78], [9.35, -7.63, 9.87], [7.58, -7.03, 8.15], [5.46, -5.90, 8.94], [3.50, -5.00, 9.95], [1.71, -3.94, 11.30], [1.98, -3.88, 13.84], [4.22, -4.44, 14.77], [3.33, -7.53, 14.59], [4.14, -8.94, 13.80], [5.45, -8.54, 12.66], [3.38, -9.48, 13.23], [4.60, -9.50, 14.60], [6.41, -8.25, 15.68], [6.24, -7.16, 16.66], [4.99, -7.00, 17.38], [6.60, -5.71, 15.86], [7.04, -4.44, 16.32], [7.23, -4.00, 17.63], [7.86, -2.75, 17.85], [8.23, -1.90, 16.82], [7.98, -2.23, 15.48], [8.28, -1.41, 14.37], [8.02, -1.90, 13.08], [7.54, -3.20, 12.94], [7.26, -4.00, 13.99], [7.41, -3.53, 15.26], [7.51, -7.56, 17.77], [8.51, -8.46, 17.38], [9.51, -8.79, 18.28], [9.45, -8.32, 19.59], [8.39, -7.49, 19.98], [7.40, -7.10, 19.08], [6.91, -4.65, 18.45], [8.05, -2.47, 18.89], [8.63, -0.91, 17.09], [8.64, -0.41, 14.58], [8.19, -1.29, 12.19], [7.36, -3.59, 11.94], [8.48, -8.92, 16.39], [10.32, -9.46, 17.98], [10.20, -8.61, 20.32], [8.32, -7.10, 21.00], [6.54, -6.48, 19.38]], "nbo_charge": [1.24, -0.22, -0.14, -0.22, 0.15, -0.51, 0.07, 0.26, -0.24, -0.14, -0.23, 0.25, -0.57, 0.14, -0.21, -0.14, -0.22, 0.08, -0.54, 0.24, 0.24, 0.23, 0.23, 0.24, 0.24, 0.24, 0.23, 0.24, 0.25, 0.23, 0.01, -0.36, 0.04, 0.24, 0.25, -0.95, 2.30, -0.91, -1.04, 0.16, -0.26, -0.16, -0.23, -0.09, -0.10, -0.25, 0.05, -0.53, 0.21, -0.37, -0.19, -0.16, -0.20, -0.20, -0.18, 0.23, 0.23, 0.23, 0.23, 0.24, 0.20, 0.25, 0.22, 0.23, 0.23, 0.24]}


Entry 6:
{"formula": "C4H2BrClN2O", "method": "the ωB97M-V functional and the def2-TZVPD basis", "orbital_gap_ha": [0.3117, 0.3118], "homo_ev": [-10.37, -10.37], "relative_energy_ev": 2.660, "e_lumo_ev": [-1.9, -1.9], "species": ["C", "C", "C", "C", "N", "N", "O", "Cl", "Br", "H", "H"], "xyz": [[0.54, 1.23, 0.22], [-0.72, 1.65, -0.07], [1.37, -1.03, 0.10], [-0.74, -1.33, -0.49], [1.46, 0.34, 0.22], [0.01, -1.32, 0.50], [2.22, -1.93, 0.03], [-0.79, 3.39, 0.14], [-2.52, -1.31, -0.11], [-0.30, 1.43, 1.10], [-0.54, -1.12, -1.63]], "nbo_charge": [0.33, -0.22, 0.75, 0.00, -0.52, -0.45, -0.52, 0.02, 0.10, 0.29, 0.22]}